No. 1
C62H43N4SiSn | the ωB97M-V functional and the def2-TZVPD basis

Computed properties:
- Total energy: -3111.1884 hartree
- LUMO energy: -3.9255 eV
- HOMO energy: -9.59 eV
- Orbital gap: 5.7 eV
- Total charge: +1

Element x y z (Å)
Sn1 -0.53 0.07 0.04
C1 0.03 5.81 5.04
C2 0.76 5.59 3.88
C3 0.42 4.56 3.02
C4 -0.66 3.72 3.31
C5 -1.41 3.97 4.46
C6 -1.06 5.00 5.32
C7 -0.97 2.60 2.38
C8 -1.00 1.29 2.86
C9 -0.95 0.90 4.24
C10 -1.17 -0.43 4.29
C11 -1.29 -0.90 2.94
C12 -1.48 -2.23 2.59
C13 -1.64 -3.23 3.68
C14 -2.90 -3.76 3.96
C15 -3.05 -4.69 4.98
C16 -1.95 -5.10 5.72
C17 -0.70 -4.58 5.44
C18 -0.54 -3.65 4.43
C19 -1.51 -2.69 1.27
N1 -1.33 -1.92 0.14
C20 -1.29 -2.80 -0.92
C21 -1.13 -2.45 -2.26
C22 -0.93 -3.54 -3.26
C23 0.36 -3.83 -3.69
C24 0.57 -4.84 -4.61
C25 -0.51 -5.57 -5.11
C26 -1.79 -5.27 -4.68
C27 -2.01 -4.26 -3.76
C28 -1.21 -1.14 -2.73
C29 -1.30 -0.77 -4.11
C30 -1.52 0.56 -4.16
C31 -1.53 1.04 -2.81
N2 -1.34 -0.01 -1.95
C32 -1.71 2.37 -2.43
C33 -1.64 2.82 -1.12
C34 -1.84 4.18 -0.71
C35 -1.58 4.25 0.61
C36 -1.24 2.93 1.05
N3 -1.31 2.06 -0.01
C37 -1.96 3.37 -3.51
C38 -0.96 4.28 -3.87
C39 -1.19 5.21 -4.87
C40 -2.43 5.25 -5.51
C41 -3.42 4.36 -5.15
C42 -3.19 3.42 -4.15
C43 -1.47 -4.13 -0.45
C44 -1.63 -4.07 0.90
N4 -1.19 0.17 2.09
H1 0.30 6.61 5.71
H2 1.60 6.23 3.64
H3 0.99 4.40 2.12
H4 -2.29 3.37 4.67
H5 -1.66 5.18 6.20
H6 -0.78 1.56 5.08
H7 -1.24 -1.06 5.17
H8 -3.75 -3.44 3.38
H9 -4.03 -5.10 5.19
H10 -2.07 -5.82 6.52
H11 0.16 -4.89 6.02
H12 0.44 -3.24 4.20
H13 1.19 -3.26 -3.29
H14 1.58 -5.07 -4.95
H15 -0.34 -6.36 -5.83
H16 -2.63 -5.83 -5.08
H17 -3.01 -4.03 -3.43
H18 -1.24 -1.47 -4.93
H19 -1.67 1.18 -5.03
H20 -2.16 4.97 -1.37
H21 -1.66 5.11 1.26
H22 -0.01 4.24 -3.36
H23 -0.41 5.90 -5.15
H24 -2.61 5.98 -6.28
H25 -4.38 4.39 -5.64
H26 -3.97 2.72 -3.87
H27 -1.49 -5.01 -1.07
H28 -1.80 -4.88 1.58
C45 3.01 -4.40 -1.59
C46 2.13 -4.23 -0.53
C47 1.81 -2.95 -0.10
C48 2.37 -1.83 -0.72
C49 3.25 -2.02 -1.79
C50 3.57 -3.30 -2.22
Si1 2.02 -0.12 -0.08
C51 2.52 1.23 -1.25
C52 1.90 1.34 -2.50
C53 2.29 2.33 -3.39
C54 3.30 3.21 -3.05
C55 3.93 3.11 -1.81
C56 3.54 2.12 -0.92
C57 2.64 0.12 1.64
C58 2.36 1.31 2.32
C59 2.83 1.54 3.60
C60 3.61 0.57 4.23
C61 3.91 -0.61 3.56
C62 3.44 -0.84 2.28
H29 3.26 -5.40 -1.93
H30 1.68 -5.09 -0.05
H31 1.13 -2.83 0.74
H32 3.69 -1.16 -2.29
H33 4.26 -3.43 -3.04
H34 1.12 0.65 -2.79
H35 1.81 2.40 -4.36
H36 3.61 3.98 -3.75
H37 4.72 3.80 -1.55
H38 4.03 2.05 0.04
H39 1.76 2.08 1.83
H40 2.59 2.46 4.11
H41 3.98 0.74 5.23
H42 4.52 -1.36 4.05
H43 3.68 -1.76 1.77

---

No. 2
C62H46ClF2GeKN3P3 | the ωB97M-V functional and the def2-TZVPD basis

Computed properties:
- Total energy: -6915.4165 hartree
- LUMO energy: 3.8950 eV
- HOMO energy: -1.74 eV
- Orbital gap: 5.6 eV
- Total charge: -2

Element x y z (Å)
K1 -0.59 0.12 -0.56
F1 -0.42 0.31 5.57
Ge1 0.53 -0.03 4.02
C1 2.36 -0.07 4.82
C2 2.68 -0.03 6.18
C3 3.98 -0.26 6.60
C4 4.97 -0.58 5.67
C5 4.66 -0.60 4.32
C6 3.37 -0.30 3.88
P1 2.75 -0.08 2.12
C7 3.86 -1.34 1.39
C8 3.40 -2.66 1.49
C9 4.14 -3.71 0.97
C10 5.38 -3.45 0.39
C11 5.85 -2.15 0.30
C12 5.09 -1.10 0.79
C13 3.51 1.60 1.85
C14 2.74 2.58 1.22
C15 3.22 3.87 1.07
C16 4.47 4.22 1.56
C17 5.24 3.26 2.19
C18 4.76 1.96 2.34
C19 0.39 1.95 3.52
C20 1.43 2.68 4.12
C21 1.46 4.06 4.11
C22 0.44 4.76 3.48
C23 -0.58 4.07 2.86
C24 -0.60 2.66 2.85
P2 -2.04 1.82 2.08
C25 -2.33 2.80 0.55
C26 -1.33 3.50 -0.13
C27 -1.59 4.10 -1.35
C28 -2.85 4.03 -1.92
C29 -3.84 3.30 -1.27
C30 -3.58 2.68 -0.06
C31 -3.25 2.57 3.26
C32 -3.11 2.17 4.59
C33 -3.95 2.66 5.58
C34 -4.95 3.57 5.25
C35 -5.09 3.99 3.94
C36 -4.25 3.49 2.95
C37 0.09 -2.04 4.10
C38 0.72 -2.50 5.26
C39 0.67 -3.83 5.63
C40 -0.01 -4.72 4.84
C41 -0.68 -4.26 3.71
C42 -0.69 -2.91 3.31
P3 -1.29 -2.49 1.44
C43 -2.18 -4.14 1.27
C44 -3.46 -4.36 1.80
C45 -4.15 -5.54 1.55
C46 -3.58 -6.53 0.77
C47 -2.30 -6.34 0.25
C48 -1.62 -5.16 0.51
C49 -2.76 -1.48 1.98
C50 -3.61 -0.89 1.03
C51 -4.79 -0.27 1.40
C52 -5.15 -0.16 2.74
C53 -4.30 -0.69 3.69
C54 -3.13 -1.35 3.32
H1 1.90 0.17 6.90
H2 4.23 -0.21 7.66
H3 5.97 -0.81 6.01
H4 5.43 -0.88 3.61
H5 2.43 -2.84 1.96
H6 3.76 -4.72 1.03
H7 5.97 -4.27 -0.02
H8 6.81 -1.95 -0.16
H9 5.44 -0.08 0.68
H10 1.76 2.32 0.85
H11 2.60 4.62 0.57
H12 4.85 5.23 1.44
H13 6.21 3.51 2.59
H14 5.36 1.24 2.87
H15 2.22 2.15 4.63
H16 2.27 4.59 4.58
H17 0.43 5.85 3.48
H18 -1.39 4.61 2.38
H19 -0.33 3.58 0.30
H20 -0.80 4.64 -1.86
H21 -3.05 4.49 -2.88
H22 -4.82 3.21 -1.73
H23 -4.34 2.09 0.42
H24 -2.33 1.45 4.86
H25 -3.82 2.34 6.60
H26 -5.60 3.96 6.02
H27 -5.86 4.71 3.68
H28 -4.37 3.84 1.93
H29 1.26 -1.81 5.89
H30 1.19 -4.16 6.53
H31 -0.05 -5.78 5.09
H32 -1.23 -4.98 3.13
H33 -3.92 -3.61 2.44
H34 -5.13 -5.68 1.97
H35 -4.13 -7.45 0.56
H36 -1.84 -7.12 -0.34
H37 -0.62 -5.03 0.11
H38 -3.34 -0.92 -0.02
H39 -5.46 0.10 0.63
H40 -6.07 0.32 3.02
H41 -4.55 -0.61 4.75
H42 -2.52 -1.78 4.10
N1 -3.34 4.10 -5.51
C55 -3.05 3.06 -5.07
N2 -2.77 1.86 -4.67
C56 -2.25 1.41 -3.59
N3 -1.80 0.89 -2.64
Cl1 2.09 0.11 -0.49
F2 -1.23 -3.46 -4.68
C57 -1.37 -3.15 -3.36
C58 -0.24 -3.00 -2.59
C59 -0.41 -2.68 -1.24
C60 -1.66 -2.51 -0.65
C61 -2.77 -2.72 -1.48
C62 -2.63 -3.03 -2.83
H43 0.75 -3.12 -3.02
H44 0.48 -2.60 -0.61
H45 -3.77 -2.69 -1.07
H46 -3.50 -3.16 -3.47